Computed, not measured: a single CH3NO2S molecule, with ωB97M-V/def2-TZVPD.

```
8
Properties=species:S:1:pos:R:3
C -0.21 -1.35 -0.67
N 0.37 1.24 0.74
O 0.57 -1.25 0.25
O -1.11 -0.47 -1.05
S -1.14 0.99 0.30
H -0.07 -2.13 -1.50
H 0.87 2.02 0.29
H 0.74 0.94 1.64
```

DFT total energy (eV): -17504.566
Max |F| (eV/A): 2.53
Kohn-Sham gap (eV): 9.6
Energy relative to the best compared isomer or geometry (same formula, charge and spin) (kcal per mole): 20.8
SMILES: NSOC=O
LUMO energy (eV): 0.0

---

Computed, not measured: a 2-piece molecular cluster, C7H12O3 overall, with ωB97M-V/def2-TZVPD.

```
22
Properties=species:S:1:pos:R:3
O -2.77 3.85 1.77
C -3.26 3.56 0.70
C -3.13 2.22 0.04
C -4.49 1.53 -0.16
C -4.19 0.50 -1.25
C -3.29 1.24 -2.24
C -2.56 2.31 -1.38
C -1.10 2.44 -1.64
O -0.44 1.95 -0.72
H -3.82 4.32 0.11
H -2.48 1.58 0.66
H -4.88 1.10 0.77
H -5.23 2.27 -0.53
H -3.65 -0.35 -0.81
H -5.10 0.10 -1.72
H -2.58 0.57 -2.75
H -3.89 1.74 -3.01
H -0.75 2.37 -2.69
H -2.67 3.39 -1.83
O -0.18 0.59 1.73
H -0.33 1.01 0.87
H 0.43 -0.13 1.54
```

DFT total energy (eV): -13594.467
Max |F| (eV/A): 6.43
Kohn-Sham gap (eV): 10.0
Energy relative to the best compared isomer or geometry (same formula, charge and spin) (kcal per mole): 37.1
SMILES: O=C[C@H]1CCC[C@@H]1C=O.O
LUMO energy (eV): 0.2

---

Computed, not measured: a 9-piece molecular cluster, C27H54O9 overall, with ωB97M-V/def2-TZVPD.

```
90
Properties=species:S:1:pos:R:3
C -5.48 -1.71 0.55
C -6.10 -1.31 -0.76
O -6.35 -0.14 -1.00
C -6.26 -2.40 -1.81
H -5.96 -1.15 1.32
H -4.43 -1.46 0.49
H -5.66 -2.69 0.85
H -5.35 -2.61 -2.40
H -7.11 -2.20 -2.45
H -6.51 -3.31 -1.21
C -1.79 1.46 2.91
C -1.39 2.48 1.88
O -1.93 2.72 0.83
C -0.16 3.25 2.29
H -1.79 0.43 2.52
H -2.84 1.61 3.39
H -1.13 1.34 3.79
H 0.73 2.64 2.18
H -0.20 3.58 3.38
H -0.06 4.12 1.60
C 3.30 3.19 3.71
C 3.89 1.90 3.17
O 3.18 1.21 2.47
C 5.37 1.65 3.38
H 2.61 2.98 4.53
H 2.66 3.62 2.91
H 4.10 3.85 4.03
H 5.67 1.70 4.48
H 5.85 2.55 3.03
H 5.73 0.72 2.88
C 3.20 0.02 5.80
C 1.82 -0.05 5.08
O 1.07 0.88 5.22
C 1.42 -1.28 4.46
H 3.99 -0.02 5.03
H 3.40 -0.87 6.45
H 3.20 0.83 6.40
H 0.91 -1.99 5.14
H 2.31 -1.77 4.09
H 0.70 -1.11 3.67
C 3.91 0.70 -1.02
C 4.87 -0.29 -0.44
O 6.01 -0.04 -0.17
C 4.31 -1.72 -0.47
H 4.35 1.66 -1.17
H 3.21 0.88 -0.24
H 3.40 0.31 -1.91
H 5.12 -2.38 -0.22
H 3.90 -1.94 -1.43
H 3.53 -1.90 0.26
C -3.68 0.09 -3.47
C -3.03 1.45 -3.71
O -1.99 1.61 -4.33
C -3.81 2.61 -3.15
H -4.60 0.15 -2.96
H -3.08 -0.57 -2.87
H -3.94 -0.43 -4.38
H -4.87 2.51 -3.27
H -3.31 3.50 -3.57
H -3.59 2.58 -2.13
C 0.53 -4.05 -2.64
C -0.69 -3.21 -2.13
O -1.06 -2.17 -2.70
C -1.33 -3.64 -0.91
H 1.43 -3.35 -2.57
H 0.50 -4.26 -3.68
H 0.80 -4.96 -2.14
H -1.09 -4.66 -0.68
H -2.39 -3.60 -0.90
H -1.13 -2.98 -0.01
C 0.45 -0.44 -4.99
C 1.08 0.16 -3.73
O 1.36 -0.58 -2.77
C 1.27 1.66 -3.72
H 1.25 -0.42 -5.71
H -0.28 0.29 -5.31
H 0.11 -1.47 -4.76
H 1.82 1.92 -4.60
H 1.66 2.14 -2.84
H 0.31 2.12 -3.95
C -1.32 0.67 -1.10
C -1.08 -0.39 -0.04
O -2.00 -1.02 0.54
C 0.37 -0.50 0.35
H -2.33 0.95 -1.01
H -0.97 0.33 -2.12
H -0.73 1.58 -0.77
H 0.69 0.50 0.53
H 0.95 -0.89 -0.49
H 0.52 -1.16 1.20
```

DFT total energy (eV): -47300.185
Max |F| (eV/A): 4.58
Kohn-Sham gap (eV): 9.8
Energy relative to the best compared isomer or geometry (same formula, charge and spin) (kcal per mole): 49.6
SMILES: CC(C)=O.CC(C)=O.CC(C)=O.CC(C)=O.CC(C)=O.CC(C)=O.CC(C)=O.CC(C)=O.CC(C)=O
LUMO energy (eV): 0.6

---

Computed, not measured: a 6-piece molecular cluster, C25H67N5O7 overall, with ωB97M-V/def2-TZVPD.

```
104
Properties=species:S:1:pos:R:3
C -0.78 1.05 1.12
C -0.63 -0.35 0.58
C -1.97 -0.92 0.16
O 0.25 -0.24 -0.58
H 0.19 1.51 1.29
H -1.22 1.02 2.12
H -1.41 1.68 0.49
H -0.13 -0.95 1.34
H -1.85 -1.67 -0.63
H -2.69 -0.15 -0.11
H -2.43 -1.43 1.02
H 0.08 -1.07 -1.04
C 7.35 -1.41 -3.60
O 6.11 -0.93 -4.06
C 5.22 -0.58 -3.03
C 3.85 -0.34 -3.64
N 3.31 -1.56 -4.20
C 1.90 -1.44 -4.59
C 0.97 -1.40 -3.37
O 0.19 -2.55 -3.09
C -0.47 -3.15 -4.18
H 7.55 -1.12 -2.57
H 8.15 -0.96 -4.20
H 7.40 -2.50 -3.67
H 5.54 0.36 -2.57
H 5.16 -1.32 -2.22
H 4.01 0.42 -4.42
H 3.21 0.14 -2.90
H 3.84 -1.77 -5.04
H 1.69 -2.34 -5.16
H 1.71 -0.60 -5.28
H 0.27 -0.55 -3.48
H 1.59 -1.23 -2.49
H -1.02 -2.40 -4.76
H -1.18 -3.87 -3.76
H 0.22 -3.69 -4.82
C -3.78 3.69 3.81
C -2.55 3.28 4.64
C -1.37 4.10 4.21
O -0.24 3.56 4.85
C 0.99 3.94 4.27
N -2.85 3.51 6.07
H -4.63 3.08 4.14
H -3.59 3.50 2.75
H -4.02 4.75 3.93
H -2.46 2.21 4.45
H -1.55 5.15 4.48
H -1.28 4.02 3.12
H 1.25 4.97 4.54
H 0.94 3.86 3.17
H 1.78 3.28 4.60
H -3.32 2.67 6.42
H -1.96 3.49 6.57
C -5.06 -1.51 3.62
C -6.32 -2.01 2.93
C -6.10 -2.24 1.45
O -5.75 -1.00 0.88
C -5.61 -1.08 -0.51
N -6.82 -3.23 3.55
H -4.23 -2.13 3.27
H -5.12 -1.59 4.70
H -4.87 -0.47 3.35
H -7.09 -1.22 2.94
H -7.02 -2.62 0.99
H -5.29 -2.97 1.31
H -5.21 -0.15 -0.91
H -6.58 -1.25 -1.00
H -4.92 -1.88 -0.82
H -7.51 -3.67 2.95
H -7.33 -3.05 4.40
C 1.81 2.66 -1.27
C 1.67 2.81 -2.78
C 0.78 4.00 -3.09
O 0.61 4.10 -4.49
C -0.66 4.57 -4.89
N 2.98 2.98 -3.40
H 2.77 2.27 -0.95
H 1.04 1.99 -0.88
H 1.63 3.63 -0.80
H 1.18 1.93 -3.20
H 1.26 4.90 -2.67
H -0.21 3.91 -2.62
H -1.47 3.95 -4.50
H -0.66 4.52 -5.98
H -0.79 5.63 -4.64
H 3.47 3.76 -2.99
H 2.90 3.13 -4.40
C 3.97 -4.04 0.86
C 2.92 -2.96 1.01
C 2.78 -2.53 2.46
O 2.73 -3.58 3.39
C 1.47 -4.20 3.46
N 3.36 -1.75 0.27
H 4.01 -4.44 -0.15
H 3.78 -4.86 1.56
H 4.96 -3.63 1.10
H 1.97 -3.31 0.57
H 1.86 -1.92 2.55
H 3.64 -1.91 2.70
H 1.56 -5.04 4.14
H 1.13 -4.54 2.48
H 0.71 -3.53 3.88
H 2.53 -1.20 0.08
H 3.81 -1.97 -0.61
```

DFT total energy (eV): -48790.782
Max |F| (eV/A): 1.84
Kohn-Sham gap (eV): 9.2
Energy relative to the best compared isomer or geometry (same formula, charge and spin) (kcal per mole): 3.5
SMILES: COC[C@H](C)N.COC[C@H](C)N.COC[C@H](C)N.COC[C@H](C)N.COCCNCCOC.CC(C)O
LUMO energy (eV): 0.5